Entry from the Open Molecules 2025 dataset: a cluster of 3 separate species, C46H89BrN3O7P2 in total in a non-equilibrium geometry (the ωB97M-V functional and the def2-TZVPD basis).

XYZ file:
```
148
Properties=species:S:1:pos:R:3
C 3.191 7.009 1.430
C 3.235 5.369 1.341
C 4.295 4.802 0.179
C 4.759 3.314 0.688
P 5.268 2.104 -0.700
Br 6.038 3.697 -2.192
P 3.328 2.000 -1.725
N 3.663 1.941 -3.336
O 4.841 0.868 0.503
C 4.999 -0.536 -0.002
C 5.133 -1.694 1.171
C 3.833 -2.693 1.269
O 3.037 -2.545 2.505
C 2.146 -1.375 2.451
C 0.697 -1.674 1.687
O 0.155 -0.372 1.256
C -1.208 -0.525 0.705
C -2.484 -1.217 1.500
C -3.968 -1.348 0.752
C -4.286 -0.790 -0.768
C -5.756 -0.886 -1.520
C -5.818 0.158 -2.800
C -5.758 -2.405 -2.227
C -7.048 -0.863 -0.536
C -7.403 0.529 0.221
C -7.954 1.750 -0.723
C -6.237 1.149 1.191
C -8.676 0.169 1.250
C -2.984 -0.099 -1.558
C -1.486 0.003 -0.823
C 6.257 -0.434 -1.099
C 5.811 -1.609 -2.183
C 6.941 -2.776 -2.405
C 7.784 -0.680 -0.556
O 8.273 0.344 0.394
C 9.362 1.153 -0.199
O 6.110 0.923 -1.723
H 4.286 7.467 1.491
H 2.594 7.458 0.524
H 2.664 7.301 2.459
H 2.188 4.884 1.048
H 3.637 4.963 2.376
H 5.201 5.559 0.149
H 3.691 4.820 -0.824
H 5.640 3.342 1.477
H 3.823 2.835 1.231
H 6.608 2.282 -0.135
H 2.582 0.801 -1.413
H 2.478 3.142 -1.506
H 3.283 1.035 -3.744
H 3.909 -0.711 -0.452
H 6.091 -2.358 0.944
H 5.338 -1.139 2.183
H 4.266 -3.802 1.252
H 3.126 -2.603 0.339
H 1.853 -0.978 3.536
H 2.711 -0.496 1.915
H 0.925 -2.422 0.814
H -0.012 -2.245 2.456
H -2.278 -1.616 2.604
H -4.810 -1.883 1.391
H -5.742 1.285 -2.493
H -6.909 0.016 -3.264
H -5.013 -0.121 -3.624
H -6.615 -2.472 -3.024
H -4.695 -2.568 -2.743
H -5.941 -3.207 -1.393
H -7.999 -1.193 -1.176
H -6.904 -1.698 0.293
H -7.078 2.559 -0.773
H -8.195 1.346 -1.796
H -8.884 2.330 -0.288
H -5.951 0.289 1.958
H -5.281 1.541 0.617
H -6.743 1.996 1.855
H -8.345 -0.523 2.140
H -9.432 -0.456 0.572
H -9.242 1.134 1.595
H -3.036 0.336 -2.646
H -0.596 0.480 -1.444
H 5.536 -1.173 -3.242
H 4.832 -2.167 -1.787
H 7.793 -2.337 -3.077
H 7.315 -3.294 -1.416
H 6.408 -3.636 -3.038
H 8.536 -0.664 -1.470
H 7.950 -1.725 -0.025
H 9.543 2.170 0.395
H 9.134 1.473 -1.314
H 10.402 0.603 -0.214
C -1.665 -1.069 -6.075
C -0.332 -1.592 -5.464
C 0.730 -0.463 -5.488
C 1.287 -0.181 -6.884
C 1.795 -1.462 -7.544
C 0.743 -2.600 -7.547
N 0.122 -2.823 -6.200
O 1.076 -3.472 -5.395
C -0.360 -2.286 -8.593
C 1.413 -3.896 -8.115
C -0.701 -1.891 -3.975
H -2.331 -0.651 -5.310
H -1.513 -0.264 -6.798
H -2.230 -1.873 -6.559
H 1.572 -0.725 -4.830
H 0.309 0.465 -5.083
H 0.524 0.290 -7.516
H 2.108 0.541 -6.815
H 2.110 -1.234 -8.570
H 2.700 -1.788 -7.015
H -1.159 -3.036 -8.560
H 0.048 -2.293 -9.612
H -0.812 -1.303 -8.471
H 2.300 -4.198 -7.547
H 1.751 -3.743 -9.147
H 0.707 -4.735 -8.121
H -1.463 -2.678 -3.909
H -1.107 -0.997 -3.485
H 0.161 -2.198 -3.374
C -2.564 -1.233 8.510
C -3.144 -0.647 7.189
C -2.136 -0.876 6.033
C -0.915 0.043 6.100
C -1.333 1.508 6.218
C -2.328 1.763 7.380
N -3.482 0.806 7.378
O -4.342 1.181 6.329
C -1.576 1.682 8.735
C -2.792 3.256 7.319
C -4.410 -1.525 6.922
H -2.871 -2.274 8.668
H -1.471 -1.248 8.525
H -2.918 -0.680 9.387
H -2.633 -0.715 5.065
H -1.794 -1.917 6.026
H -0.271 -0.233 6.943
H -0.305 -0.089 5.200
H -0.436 2.126 6.345
H -1.781 1.817 5.265
H -2.270 1.780 9.577
H -0.840 2.491 8.827
H -1.009 0.761 8.867
H -3.251 3.518 6.359
H -1.941 3.937 7.444
H -3.511 3.479 8.116
H -5.148 -1.405 7.726
H -4.146 -2.588 6.871
H -4.899 -1.291 5.970
```

Calculated values
Highest occupied orbital energy (alpha / beta) (Eh): -0.148 / -0.148
LUMO energy (alpha / beta) (eV): 1.67 / 0.93
Total charge: -1
Kohn-Sham gap (alpha / beta) (eV): 5.69 / 4.95
Multiplicity: 3



Entry from the Open Molecules 2025 dataset: a cluster of 15 separate species, C46H95BCl28F3N2O2 in total in a non-equilibrium geometry (the ωB97M-V functional and the def2-TZVPD basis).

XYZ file:
```
177
Properties=species:S:1:pos:R:3
C -2.098 4.239 -3.768
C -1.196 4.665 -4.942
C -1.324 3.724 -6.145
C -0.181 2.708 -6.259
C 1.027 3.271 -7.050
C 2.350 3.368 -6.263
C 3.230 2.135 -6.436
C 2.563 0.831 -6.001
C 2.534 0.674 -4.478
C 3.724 -0.185 -3.985
C 4.341 0.335 -2.686
C 3.800 -0.359 -1.427
C 4.656 -1.553 -1.012
C 5.835 -1.095 -0.138
N 5.498 -1.210 1.347
C 5.689 0.087 2.095
C 6.315 -0.042 3.473
O 6.219 1.254 4.048
C 5.377 1.259 5.189
C 5.509 2.646 5.810
F 5.547 3.585 4.824
F 4.469 2.939 6.622
F 6.680 2.770 6.493
B 6.291 -2.406 1.901
N 7.699 -2.453 1.893
O 5.528 -3.455 2.342
H -1.565 4.331 -2.825
H -2.982 4.868 -3.700
H -2.462 3.223 -3.900
H -0.177 4.705 -4.571
H -1.466 5.674 -5.240
H -2.256 3.171 -6.035
H -1.390 4.282 -7.076
H 0.145 2.338 -5.289
H -0.573 1.877 -6.844
H 1.203 2.698 -7.959
H 0.779 4.277 -7.385
H 2.121 3.511 -5.208
H 2.924 4.225 -6.607
H 4.112 2.257 -5.801
H 3.611 2.051 -7.452
H 3.086 -0.007 -6.462
H 1.546 0.789 -6.387
H 2.557 1.646 -3.991
H 1.606 0.165 -4.223
H 3.377 -1.213 -3.898
H 4.484 -0.117 -4.761
H 4.102 1.393 -2.606
H 5.429 0.283 -2.713
H 3.734 0.383 -0.628
H 2.787 -0.692 -1.641
H 4.058 -2.291 -0.478
H 5.107 -2.016 -1.885
H 6.706 -1.694 -0.384
H 6.062 -0.068 -0.403
H 4.511 -1.454 1.368
H 4.699 0.508 2.244
H 6.242 0.825 1.527
H 7.375 -0.274 3.444
H 5.769 -0.728 4.121
H 4.332 1.143 4.896
H 5.685 0.492 5.896
H 8.137 -2.682 2.776
H 8.158 -1.642 1.496
H 5.631 -3.583 3.294
Cl 7.119 3.328 12.370
C 7.121 2.959 10.627
C 6.002 2.029 10.237
Cl 6.234 0.385 10.896
H 8.092 2.537 10.377
H 7.009 3.906 10.102
H 5.967 1.938 9.154
H 5.042 2.395 10.586
Cl -4.296 6.597 -5.740
C -4.616 8.215 -5.070
C -3.354 9.035 -4.971
Cl -2.238 8.385 -3.744
H -5.089 8.084 -4.099
H -5.323 8.706 -5.737
H -3.598 10.054 -4.678
H -2.825 9.065 -5.920
Cl -4.437 6.789 -1.331
C -6.016 6.067 -0.929
C -6.410 4.982 -1.896
Cl -6.770 5.629 -3.523
H -6.751 6.868 -0.910
H -5.931 5.646 0.071
H -7.316 4.491 -1.542
H -5.633 4.231 -2.007
Cl 7.597 -0.506 -4.379
C 8.143 -0.412 -6.078
C 8.255 1.009 -6.564
Cl 6.668 1.805 -6.728
H 7.448 -0.987 -6.683
H 9.120 -0.891 -6.120
H 8.715 1.017 -7.551
H 8.864 1.612 -5.895
Cl -4.548 1.888 -1.669
C -4.820 0.969 -0.166
C -5.824 1.635 0.733
Cl -5.204 3.166 1.420
H -3.860 0.846 0.330
H -5.186 -0.010 -0.456
H -6.055 0.981 1.571
H -6.748 1.856 0.204
Cl 2.082 6.576 13.887
C 2.875 5.046 14.341
C 4.135 4.802 13.553
Cl 3.796 4.471 11.833
H 2.156 4.243 14.202
H 3.118 5.115 15.400
H 4.654 3.929 13.946
H 4.808 5.653 13.600
Cl -5.009 -2.670 -1.769
C -6.586 -3.503 -1.657
C -7.726 -2.545 -1.426
Cl -7.660 -1.815 0.202
H -6.515 -4.238 -0.859
H -6.733 -4.026 -2.601
H -8.672 -3.083 -1.491
H -7.734 -1.743 -2.167
Cl 4.259 -2.525 5.654
C 4.062 -2.590 7.438
C 3.403 -1.345 7.969
Cl 4.465 0.080 7.817
H 5.043 -2.744 7.877
H 3.443 -3.458 7.655
H 3.182 -1.468 9.028
H 2.475 -1.128 7.447
Cl -8.509 -5.429 1.092
C -8.712 -5.641 2.855
C -9.510 -4.511 3.453
Cl -8.605 -2.979 3.422
H -7.725 -5.722 3.304
H -9.238 -6.583 3.001
H -9.742 -4.724 4.495
H -10.443 -4.365 2.915
Cl -7.190 1.565 -3.179
C -7.139 1.088 -4.896
C -8.106 -0.017 -5.239
Cl -7.666 -1.584 -4.502
H -6.113 0.810 -5.124
H -7.394 1.974 -5.475
H -8.114 -0.169 -6.317
H -9.115 0.222 -4.916
Cl 0.530 7.720 -2.046
C 1.445 6.284 -1.538
C 2.691 6.076 -2.364
Cl 2.307 5.631 -4.048
H 0.779 5.426 -1.607
H 1.716 6.427 -0.493
H 3.277 5.260 -1.942
H 3.310 6.969 -2.388
Cl -4.591 -6.755 3.972
C -4.022 -6.464 2.302
C -3.951 -4.997 1.971
Cl -5.575 -4.278 1.878
H -4.696 -6.973 1.617
H -3.034 -6.913 2.221
H -3.485 -4.867 0.995
H -3.373 -4.443 2.706
Cl -5.043 -9.944 -3.215
C -5.193 -10.209 -1.457
C -5.908 -9.077 -0.770
Cl -4.940 -7.577 -0.771
H -4.196 -10.356 -1.056
H -5.756 -11.132 -1.323
H -6.091 -9.338 0.272
H -6.862 -8.856 -1.241
Cl -0.655 -13.085 -2.391
C -1.811 -14.125 -1.522
C -3.106 -13.413 -1.233
Cl -2.901 -12.107 -0.032
H -1.333 -14.466 -0.607
H -2.004 -14.988 -2.156
H -3.828 -14.114 -0.818
H -3.529 -12.974 -2.134
```

Calculated values
Highest occupied orbital energy (Eh): -0.404
LUMO energy (eV): -2.46
Total charge: +1
Kohn-Sham gap (eV): 8.53



Entry from the Open Molecules 2025 dataset: a structure of composition C46H95InN5O8 in a non-equilibrium geometry (the ωB97M-V functional and the def2-TZVPD basis).

XYZ file:
```
155
Properties=species:S:1:pos:R:3
In 1.972 -1.351 3.108
C 1.937 0.252 -0.009
O 2.735 0.546 -0.922
O 1.373 -0.856 0.236
O 2.123 0.910 1.074
C 4.841 7.098 -0.491
C 3.379 6.644 -0.323
C 2.541 7.731 -1.087
C 1.087 7.337 -1.315
C 1.054 6.052 -2.104
C 1.830 4.896 -1.402
N 3.162 5.365 -0.940
O 3.837 4.299 -0.294
C 1.005 4.287 -0.286
C 2.008 3.837 -2.493
C 3.008 6.755 1.176
H 5.536 6.787 0.288
H 4.847 8.192 -0.412
H 5.247 6.968 -1.494
H 2.582 8.650 -0.500
H 2.991 7.970 -2.054
H 0.574 8.123 -1.873
H 0.591 7.285 -0.340
H 1.670 6.318 -2.966
H 0.035 5.688 -2.215
H -0.016 4.119 -0.629
H 1.490 3.382 0.087
H 0.894 4.882 0.627
H 0.999 3.630 -2.851
H 2.730 4.158 -3.246
H 2.437 2.874 -2.198
H 3.360 5.861 1.703
H 1.924 6.690 1.307
H 3.336 7.630 1.730
H 3.528 4.369 0.624
C 2.264 -2.227 -2.723
C 2.138 -1.816 -4.189
C 0.812 -2.454 -4.719
C 0.247 -1.835 -6.015
C 0.127 -0.340 -5.821
C 1.469 0.328 -5.487
N 2.070 -0.348 -4.344
O 3.041 0.367 -3.716
C 2.371 0.326 -6.751
C 1.160 1.774 -5.070
C 3.262 -2.360 -5.073
H 1.614 -1.657 -2.053
H 3.212 -1.880 -2.295
H 2.136 -3.296 -2.582
H 0.932 -3.522 -4.924
H -0.016 -2.535 -4.006
H -0.715 -2.237 -6.327
H 0.977 -2.059 -6.796
H -0.585 -0.194 -5.001
H -0.220 0.191 -6.708
H 2.255 -0.583 -7.337
H 2.325 1.218 -7.372
H 3.406 0.276 -6.401
H 2.082 2.337 -4.931
H 0.570 2.288 -5.827
H 0.644 1.758 -4.111
H 3.199 -2.090 -6.122
H 3.508 -3.410 -4.927
H 4.140 -1.814 -4.701
H 2.765 0.418 -2.775
C 0.283 -6.396 1.858
C -0.020 -4.980 2.342
C -1.500 -4.854 2.798
C -1.888 -5.551 4.109
C -0.892 -5.239 5.257
C 0.584 -5.189 4.860
N 0.745 -4.571 3.520
O 2.081 -4.269 3.187
C 1.430 -4.386 5.846
C 1.196 -6.611 4.816
C 0.187 -4.046 1.145
H -0.048 -6.621 0.847
H -0.271 -7.086 2.499
H 1.325 -6.675 2.028
H -1.676 -3.779 2.873
H -2.088 -5.241 1.961
H -1.799 -6.636 3.982
H -2.923 -5.414 4.417
H -1.103 -6.028 5.980
H -1.240 -4.307 5.703
H 1.329 -4.765 6.862
H 2.488 -4.369 5.585
H 1.162 -3.324 5.884
H 0.470 -7.350 4.490
H 2.169 -6.637 4.322
H 1.528 -6.890 5.823
H -0.610 -4.286 0.436
H 1.133 -4.154 0.612
H 0.041 -2.968 1.283
H 2.471 -5.046 2.750
C -1.008 1.072 -2.515
C -2.436 0.930 -1.941
C -3.525 1.028 -3.007
C -3.814 -0.259 -3.721
C -4.041 -1.429 -2.787
C -2.847 -1.635 -1.816
N -2.630 -0.319 -1.166
O -1.751 -0.466 -0.084
C -3.198 -2.675 -0.759
C -1.635 -2.084 -2.650
C -2.677 2.072 -0.944
H -0.246 0.755 -1.803
H -0.850 2.052 -2.967
H -0.848 0.461 -3.412
H -4.493 1.329 -2.596
H -3.233 1.828 -3.692
H -3.093 -0.347 -4.542
H -4.737 -0.142 -4.300
H -4.266 -2.363 -3.306
H -4.949 -1.246 -2.204
H -2.397 -2.797 -0.031
H -4.070 -2.331 -0.195
H -3.507 -3.626 -1.191
H -1.625 -3.177 -2.686
H -1.706 -1.810 -3.703
H -0.690 -1.727 -2.235
H -2.289 3.037 -1.279
H -1.979 1.895 -0.116
H -3.651 2.185 -0.476
H -0.884 -0.690 -0.476
C -2.800 1.964 2.866
C -1.462 1.510 3.492
C -1.339 2.140 4.896
C -2.067 1.455 6.087
C -2.938 0.258 5.573
C -2.338 -0.653 4.475
N -1.281 0.070 3.679
O -0.899 -0.639 2.544
C -1.488 -1.702 5.167
C -3.442 -1.304 3.705
C -0.275 2.079 2.740
H -3.148 1.189 2.173
H -2.707 2.837 2.217
H -3.623 2.155 3.555
H -0.352 2.477 5.215
H -1.891 3.071 4.727
H -2.696 2.213 6.543
H -1.343 1.020 6.772
H -3.984 0.535 5.460
H -2.899 -0.357 6.478
H -0.843 -2.270 4.491
H -0.853 -1.242 5.926
H -2.155 -2.454 5.599
H -4.196 -0.585 3.381
H -3.078 -1.729 2.760
H -3.833 -2.174 4.230
H -0.258 1.820 1.677
H 0.695 1.811 3.159
H -0.287 3.172 2.706
H -1.546 -0.524 1.819
```

Calculated values
Highest occupied orbital energy (Eh): -0.366
LUMO energy (eV): -7.36
Total charge: +1
Energy relative to the best compared isomer or geometry (same formula, charge and spin) (kcal/mol): 60.83
Kohn-Sham gap (eV): 2.59



- Which of these has the lowest total charge?
  C46H89BrN3O7P2



- What is the formula in the third record?
  C46H95InN5O8



- Which value of total charge does entry 1 give?
  -1



- Which formula does entry 1 have?
  C46H89BrN3O7P2